Entry from OMol25: a single C2H5NSi molecule in a non-equilibrium geometry (ωB97M-V/def2-TZVPD).

Atoms and positions in Å:
H: 2.303 -1.261 0.317
N: 1.951 -0.392 -0.003
C: 0.719 -0.227 0.264
C: -0.100 1.074 -0.068
Si: -1.105 -0.520 -0.032
H: -0.508 1.582 0.851
H: 0.386 1.717 -0.799
H: -1.423 -1.204 -1.350
H: -2.222 -0.768 0.819

Output
E_tot ... -423.343086 Eh
LUMO ... 0.547 eV
Kohn-Sham gap ... 9.279 eV
Molecular weight ... 71.15 g mol⁻¹
Max |F| ... 2.3 eV/Å
Energy above the lowest of the compared OMol25 structures with the same formula, charge and spin ... 198.1 kJ/mol

Entry from OMol25: 3 unconnected molecules or ions with the total composition C2H8O4 in a non-equilibrium geometry (ωB97M-V/def2-TZVPD).

Atoms and positions in Å:
O: -0.066 0.768 0.037
C: -0.264 -0.171 -0.717
O: -1.237 -1.033 -0.534
C: 0.540 -0.430 -1.941
H: -1.825 -0.687 0.211
H: 1.269 -1.199 -1.649
H: 1.096 0.393 -2.385
H: -0.152 -0.812 -2.693
H: -2.198 0.796 1.586
H: -3.619 0.884 0.966
O: -2.931 0.256 1.235
H: 2.446 0.449 1.638
H: 3.557 0.571 2.570
O: 3.385 0.216 1.675

Output
Spin multiplicity ... 2
Net charge ... +1
E_tot ... -381.604271 Eh
Expectation value of S² ... 0.755
LUMO (spin up / spin down) ... -4.847 / -10.291 eV
Kohn-Sham gap (spin up / spin down) ... 9.788 / 4.339 eV
Molecular weight ... 96.08 g mol⁻¹
Max |F| ... 3.3 eV/Å
Energy above the lowest of the compared OMol25 structures with the same formula, charge and spin ... 21.9 kJ/mol

Entry from OMol25: a gas-phase ion, C3F4NO3S (charge -1) in a non-equilibrium geometry (ωB97M-V/def2-TZVPD).

Atoms and positions in Å:
N: -2.159 -1.652 -1.254
C: -1.634 -0.865 -0.623
C: -1.479 0.181 0.405
F: -2.295 -0.136 1.437
F: -1.994 1.218 -0.148
O: -0.282 0.449 0.901
S: 0.949 0.571 -0.322
O: 0.370 -0.034 -1.507
O: 1.106 2.001 -0.398
C: 2.166 -0.223 0.787
F: 1.857 -1.551 0.551
F: 3.393 0.041 0.170

Output
Net charge ... -1
E_tot ... -1192.423364 Eh
LUMO ... 3.878 eV
Kohn-Sham gap ... 8.368 eV
Molecular weight ... 206.10 g mol⁻¹
Max |F| ... 4.2 eV/Å
Energy above the lowest of the compared OMol25 structures with the same formula, charge and spin ... 185.0 kJ/mol

Entry from OMol25: a molecular structure, C33H77F3FeN11O11 in a non-equilibrium geometry (ωB97M-V/def2-TZVPD).

Atoms and positions in Å:
Fe: 1.481 -22.983 2.688
F: 0.885 -21.302 2.049
F: 1.811 -24.462 3.694
F: 3.069 -22.789 1.627
C: 1.989 -22.150 -1.769
C: 1.940 -23.406 -2.595
O: 1.037 -23.722 -3.330
N: 3.056 -24.176 -2.427
C: 4.191 -23.725 -1.701
H: 1.272 -21.432 -2.044
H: 2.966 -21.701 -1.906
H: 1.801 -22.439 -0.741
H: 3.105 -24.883 -3.136
H: 4.844 -23.012 -2.201
H: 4.735 -24.542 -1.200
H: 3.840 -23.215 -0.797
C: 2.636 -15.293 5.022
C: 3.748 -15.867 4.244
O: 4.685 -15.200 3.932
N: 3.557 -17.207 3.866
C: 4.548 -17.831 3.065
H: 1.676 -15.754 4.903
H: 2.662 -14.229 4.967
H: 2.929 -15.488 6.080
H: 2.732 -17.690 4.179
H: 4.604 -18.927 3.235
H: 5.557 -17.494 3.340
H: 4.368 -17.589 2.007
C: 0.297 -26.704 6.486
C: -0.842 -26.614 5.519
O: -1.955 -27.004 5.815
N: -0.516 -26.108 4.313
C: -1.547 -25.999 3.341
H: 0.043 -26.219 7.422
H: 1.239 -26.293 6.107
H: 0.545 -27.728 6.718
H: 0.406 -25.678 4.210
H: -1.199 -25.431 2.509
H: -2.410 -25.565 3.848
H: -1.883 -26.982 2.960
C: 4.742 -20.164 0.162
C: 5.733 -20.443 1.265
O: 6.785 -19.824 1.374
N: 5.392 -21.495 2.073
C: 6.404 -21.932 3.074
H: 4.681 -19.088 0.004
H: 3.754 -20.502 0.467
H: 5.168 -20.594 -0.763
H: 4.533 -22.006 1.834
H: 5.942 -22.830 3.501
H: 6.553 -21.200 3.851
H: 7.360 -22.168 2.604
C: 2.336 -28.377 3.344
C: 3.086 -27.898 4.552
O: 3.569 -28.621 5.399
N: 3.332 -26.539 4.573
C: 4.145 -26.040 5.653
H: 3.021 -28.643 2.523
H: 1.613 -27.650 2.951
H: 1.868 -29.339 3.569
H: 2.842 -25.899 3.963
H: 4.290 -24.973 5.545
H: 5.132 -26.544 5.644
H: 3.657 -26.150 6.622
C: 4.044 -21.579 6.045
C: 2.876 -21.226 5.164
O: 2.440 -22.089 4.389
N: 2.212 -20.040 5.359
C: 0.856 -19.823 4.859
H: 3.652 -22.016 6.961
H: 4.581 -20.673 6.302
H: 4.719 -22.251 5.547
H: 2.582 -19.447 6.095
H: 0.708 -18.742 4.841
H: 0.053 -20.211 5.531
H: 0.781 -20.296 3.877
C: -1.668 -18.012 2.952
C: -1.590 -17.703 4.429
O: -1.834 -18.525 5.246
N: -1.161 -16.457 4.821
C: -0.937 -16.170 6.293
H: -1.416 -17.281 2.207
H: -2.703 -18.377 2.785
H: -0.986 -18.829 2.833
H: -1.062 -15.691 4.178
H: -1.873 -15.867 6.780
H: -0.206 -15.352 6.389
H: -0.523 -17.085 6.754
C: -0.924 -23.291 -0.080
C: 0.120 -24.310 0.191
O: 0.850 -24.317 1.216
N: 0.313 -25.225 -0.752
C: 1.315 -26.314 -0.487
H: -0.547 -22.739 -0.969
H: -1.115 -22.559 0.695
H: -1.834 -23.819 -0.358
H: -0.092 -25.154 -1.680
H: 1.146 -26.693 0.510
H: 2.361 -25.947 -0.388
H: 1.235 -27.098 -1.250
C: 7.594 -26.690 2.474
C: 6.475 -27.231 1.602
O: 6.598 -28.303 1.073
N: 5.352 -26.455 1.492
C: 5.101 -25.289 2.209
H: 7.968 -25.754 2.056
H: 8.422 -27.364 2.552
H: 7.232 -26.471 3.487
H: 4.579 -27.043 1.153
H: 5.450 -25.373 3.249
H: 4.050 -25.031 2.250
H: 5.642 -24.436 1.822
C: 1.710 -18.295 0.783
C: 0.471 -18.428 -0.145
O: 0.035 -17.469 -0.716
N: -0.012 -19.691 -0.206
C: -1.229 -19.882 -0.933
H: 1.445 -17.697 1.681
H: 2.597 -17.890 0.317
H: 2.070 -19.231 1.238
H: 0.322 -20.324 0.528
H: -1.404 -19.091 -1.655
H: -1.981 -19.865 -0.159
H: -1.175 -20.830 -1.480
C: -2.692 -22.211 3.697
C: -1.355 -22.710 4.231
O: -0.454 -23.051 3.426
N: -1.237 -22.687 5.561
C: -0.009 -23.155 6.146
H: -3.169 -21.387 4.235
H: -3.383 -23.046 3.579
H: -2.418 -21.884 2.680
H: -2.006 -22.381 6.137
H: 0.489 -22.415 6.745
H: 0.622 -23.571 5.376
H: -0.225 -23.961 6.845

Output
Spin multiplicity ... 6
E_tot ... -4297.161564 Eh
Expectation value of S² ... 8.755
LUMO (spin up / spin down) ... -0.173 / -1.478 eV
Kohn-Sham gap (spin up / spin down) ... 9.184 / 7.877 eV
Molecular weight ... 916.88 g mol⁻¹
Max |F| ... 3.6 eV/Å